1.
The following is a DFT calculation (ωB97M-V/def2-TZVPD) of a structure of composition C3H6N2O.

Geometry as XYZ:
```
12
Properties=species:S:1:pos:R:3:mulliken_charge:R:1
C -1.53 -0.24 -0.25 -0.829
C -0.31 1.31 0.07 0.343
O -0.40 2.42 -0.34 -0.362
N 1.06 0.80 0.85 -0.506
C 1.55 -0.22 0.07 0.110
N 0.96 -1.36 0.19 -0.610
H -2.06 0.45 -0.87 0.322
H -1.46 -1.23 -0.77 0.305
H -1.98 -0.40 0.74 0.293
H 0.55 0.24 1.54 0.356
H 2.25 0.16 -0.69 0.371
H 1.38 -1.93 -0.54 0.209
```

Summary:
E_HOMO (eV): -9.5488
Total charge: 0

---

2.
The following is a DFT calculation (ωB97M-V/def2-TZVPD) of a cluster of 9 separate species, C17H43N10O21P in total.

Geometry as XYZ:
```
92
Properties=species:S:1:pos:R:3:mulliken_charge:R:1
C 0.97 0.29 -4.95 -0.913
C 0.90 -0.99 -4.11 -0.634
N 1.06 -0.82 -2.63 0.200
C 0.35 0.35 -2.12 -0.313
C -0.14 0.14 -0.68 -0.510
O 0.36 1.12 0.27 -0.347
P 1.72 0.74 0.97 0.822
O 1.95 -0.68 1.23 -0.763
O 1.57 1.60 2.30 -0.380
O 2.91 1.37 0.15 -0.270
C 2.99 2.81 0.00 -0.752
C 2.68 3.24 -1.42 1.259
C 3.83 3.35 -2.38 -1.520
N 1.50 3.51 -1.82 -0.804
C 2.49 -0.75 -2.38 0.420
C 3.12 -2.01 -1.83 -1.375
O 3.16 0.23 -2.62 -0.476
H 1.61 1.04 -4.49 0.143
H -0.01 0.74 -5.05 0.338
H 1.37 0.05 -5.93 0.361
H 1.72 -1.63 -4.43 0.459
H -0.02 -1.53 -4.27 0.394
H -0.53 0.49 -2.73 0.544
H 0.93 1.27 -2.19 0.109
H 0.08 -0.87 -0.36 0.114
H -1.22 0.26 -0.67 0.408
H 2.44 1.70 2.72 0.337
H 2.36 3.35 0.70 0.499
H 4.02 3.09 0.21 0.339
H 4.76 3.49 -1.83 0.360
H 3.91 2.45 -2.99 0.258
H 3.69 4.21 -3.03 0.432
H 0.83 3.39 -1.06 0.272
H 2.45 -2.85 -2.02 0.339
H 3.31 -1.91 -0.76 0.229
H 4.03 -2.18 -2.40 0.449
C 4.47 6.99 2.12 -0.762
N 4.40 5.87 1.15 0.986
O 3.65 5.97 0.21 -0.530
O 5.11 4.90 1.36 -0.556
H 3.78 7.76 1.80 0.301
H 4.20 6.61 3.10 0.279
H 5.50 7.36 2.12 0.301
C 0.40 -3.70 0.29 -0.385
N -0.02 -4.71 -0.71 1.037
O 0.36 -5.84 -0.57 -0.569
O -0.73 -4.32 -1.62 -0.549
H 1.02 -4.18 1.04 0.367
H 0.96 -2.93 -0.23 -0.163
H -0.50 -3.29 0.74 0.268
C -2.86 -5.48 -3.58 -0.519
N -4.31 -5.79 -3.52 0.946
O -5.10 -4.91 -3.78 -0.547
O -4.61 -6.93 -3.22 -0.539
H -2.74 -4.44 -3.86 0.296
H -2.44 -5.66 -2.60 0.056
H -2.41 -6.14 -4.32 0.306
C -2.57 -7.75 0.48 -0.566
N -2.23 -6.80 1.58 0.981
O -1.80 -5.71 1.26 -0.494
O -2.41 -7.17 2.71 -0.593
H -2.36 -7.27 -0.46 0.037
H -1.97 -8.64 0.61 0.302
H -3.63 -7.98 0.58 0.327
C 3.71 10.21 -1.07 -0.714
N 4.24 10.16 0.32 0.894
O 5.40 10.44 0.50 -0.516
O 3.46 9.84 1.20 -0.541
H 4.51 10.51 -1.73 0.303
H 3.34 9.21 -1.31 0.274
H 2.90 10.93 -1.08 0.297
C -0.84 1.81 4.29 -0.707
N -2.03 2.23 5.08 0.915
O -3.11 2.23 4.53 -0.557
O -1.84 2.56 6.23 -0.546
H -1.18 1.55 3.29 0.261
H -0.15 2.65 4.26 0.288
H -0.40 0.96 4.79 0.321
C -5.23 -0.47 4.81 -0.679
N -5.53 -1.53 3.81 0.923
O -5.21 -2.67 4.07 -0.531
O -6.07 -1.18 2.78 -0.526
H -4.74 -0.93 5.66 0.306
H -4.57 0.25 4.33 0.231
H -6.17 0.00 5.09 0.293
C -5.42 -4.27 1.94 -0.882
N -5.72 -5.16 0.79 0.866
O -6.56 -4.81 0.00 -0.531
O -5.09 -6.19 0.73 -0.497
H -6.05 -3.39 1.88 0.414
H -5.62 -4.82 2.85 0.305
H -4.37 -4.01 1.89 0.288
```

Summary:
E_HOMO (eV): -9.3374
Total charge: 0
SMILES: [H]/N=C(/C)CO[P@@](=O)(O)OCCN(CC)C(C)=O.C[N+](=O)[O-].C[N+](=O)[O-].C[N+](=O)[O-].C[N+](=O)[O-].C[N+](=O)[O-].C[N+](=O)[O-].C[N+](=O)[O-].C[N+](=O)[O-]

---

3.
The following is a DFT calculation (ωB97M-V/def2-TZVPD) of a structure of composition C23H42BeCl6F7InO12S3V.

Geometry as XYZ:
```
96
Properties=species:S:1:pos:R:3:mulliken_charge:R:1
C -0.54 -1.75 0.85 -0.706
O -0.24 -0.62 0.04 -0.160
C 1.06 -0.79 -0.50 -0.533
C 1.33 0.17 -1.67 -0.947
C 0.07 0.48 -2.48 -0.513
C -0.31 1.97 -2.58 -0.936
C -0.15 2.75 -1.28 0.522
C -0.64 4.21 -1.47 -1.263
C -2.00 4.26 -0.82 -0.012
C -1.99 4.06 0.73 -1.077
C -3.24 3.20 0.90 -0.282
C -2.79 1.81 1.49 -1.327
C -3.06 0.68 0.50 -0.852
In -4.83 0.92 -0.81 1.985
C -5.72 -0.98 -1.58 0.218
F -7.06 -0.97 -1.49 -0.205
F -5.23 -2.00 -0.78 -0.270
C -5.25 -1.31 -3.00 0.137
F -6.20 -2.09 -3.56 -0.225
F -5.13 -0.20 -3.77 -0.189
H 0.19 -1.82 1.66 0.127
H -0.48 -2.68 0.28 0.347
H -1.55 -1.66 1.24 0.301
H 1.27 -1.81 -0.83 0.557
H 1.77 -0.56 0.30 0.031
H 1.85 1.04 -1.28 0.364
H 2.04 -0.33 -2.33 0.439
H -0.80 -0.06 -2.11 0.119
H 0.23 0.13 -3.50 0.526
H 0.17 2.48 -3.41 0.460
H -1.40 1.99 -2.84 0.128
H 0.89 2.80 -0.95 0.698
H -0.70 2.26 -0.45 -0.571
H 0.06 4.98 -1.15 0.351
H -0.79 4.35 -2.54 0.479
H -2.57 5.17 -1.00 0.640
H -2.66 3.44 -1.36 0.146
H -2.01 5.05 1.18 0.341
H -1.13 3.54 1.14 0.486
H -3.65 3.15 -0.10 0.402
H -3.96 3.64 1.60 0.181
H -3.13 1.67 2.51 0.429
H -1.69 1.80 1.58 0.429
H -2.11 0.54 -0.16 0.063
H -3.14 -0.28 1.02 0.742
H -3.93 1.81 -2.20 -0.068
H -6.04 2.05 -0.20 -0.219
H -4.30 -1.85 -3.02 0.268
C 5.20 -3.80 3.69 -0.581
C 4.28 -2.74 4.30 -0.802
C 3.75 -1.88 3.15 -0.406
S 3.74 -2.93 1.70 1.182
O 4.69 -2.41 0.74 -0.726
O 2.37 -3.20 1.32 -0.660
C 4.44 -4.37 2.49 -0.869
H 5.45 -4.59 4.41 0.374
H 6.13 -3.34 3.37 0.326
H 3.44 -3.23 4.80 0.400
H 4.79 -2.13 5.04 0.264
H 2.74 -1.52 3.34 0.376
H 4.41 -1.04 2.95 0.403
H 5.07 -4.90 1.79 0.463
H 3.61 -5.00 2.81 0.320
O -4.84 5.85 -0.19 -0.778
V -5.66 6.07 1.26 1.718
O -6.32 6.13 2.79 -0.673
C 6.41 1.68 6.57 -0.328
C 5.95 2.55 5.42 -0.314
O 6.72 2.10 4.30 -0.331
S 7.01 0.53 4.44 0.985
O 6.06 -0.19 3.66 -0.461
O 8.40 0.31 4.29 -0.546
O 6.61 0.38 5.98 -0.303
H 7.37 2.02 6.97 0.294
H 5.68 1.62 7.37 0.310
H 6.12 3.61 5.60 0.326
H 4.89 2.38 5.19 0.253
Be -3.19 2.07 -1.23 -0.546
C -3.20 -2.72 -6.27 0.681
F -4.06 -3.40 -5.51 -0.203
F -3.70 -2.72 -7.51 -0.241
F -3.21 -1.45 -5.84 -0.200
S -1.51 -3.42 -6.21 1.171
O -1.65 -4.77 -6.70 -0.497
O -1.14 -3.33 -4.82 -0.471
O -0.73 -2.56 -7.08 -0.497
C -9.20 -0.36 -4.65 0.289
Cl -9.72 -1.75 -3.69 -0.085
Cl -8.24 -0.92 -6.03 -0.080
Cl -10.62 0.51 -5.23 -0.104
Cl -8.21 0.71 -3.65 -0.060
C 7.79 -3.68 0.49 0.192
Cl 9.17 -2.65 0.86 -0.165
Cl 7.48 -4.86 1.78 -0.172
H 6.91 -3.06 0.37 -0.154
H 8.00 -4.22 -0.43 0.366
```

Summary:
E_HOMO (eV): -10.8434
Total charge: +1

---

4.
The following is a DFT calculation (ωB97M-V/def2-TZVPD) of the ion C6H13NO with charge -1.

Geometry as XYZ:
```
21
Properties=species:S:1:pos:R:3:mulliken_charge:R:1
C 1.36 1.59 -0.90 -1.156
C 2.71 0.93 -1.11 -1.603
C 0.07 0.60 -0.72 -0.319
N 0.07 -0.02 0.54 0.825
C -1.33 -1.87 -0.22 -1.553
C -1.01 -0.94 0.95 -1.288
C -2.14 -0.19 1.65 -1.463
O -0.84 0.75 -1.44 -0.177
H 1.11 2.28 -1.71 0.276
H 1.44 2.42 -0.14 0.496
H 3.53 1.67 -1.66 0.344
H 3.20 0.44 -0.25 0.702
H 2.60 0.16 -1.92 0.241
H 0.96 0.02 1.11 0.402
H -0.94 -2.83 0.02 0.799
H -2.37 -1.85 -0.49 0.297
H -0.73 -1.61 -1.14 0.278
H -0.43 -1.58 1.78 0.585
H -1.69 0.01 2.67 0.538
H -3.06 -0.78 1.85 0.536
H -2.48 0.77 1.13 0.240
```

Summary:
Expectation value of S²: 0.750
E_HOMO (alpha / beta) (eV): 1.0357 / -5.6500
2S+1: 2
Total charge: -1

---

5.
The following is a DFT calculation (ωB97M-V/def2-TZVPD) of the molecule C4H8O3S.

Geometry as XYZ:
```
16
Properties=species:S:1:pos:R:3:mulliken_charge:R:1
C 2.05 -2.10 0.22 -0.627
C 0.87 0.03 0.16 0.079
C 1.78 1.10 -0.32 -0.537
C -1.43 -0.28 0.20 -0.053
H 2.03 -3.12 -0.34 0.220
H 1.73 -2.26 1.30 0.291
H 3.05 -1.68 0.23 0.280
H 0.83 -0.10 1.23 0.576
H 1.57 1.20 -1.38 0.318
H 2.81 0.87 -0.10 0.334
H 0.51 2.39 0.25 0.346
H -1.01 -1.10 0.76 0.298
O 1.15 -1.21 -0.47 -0.349
O 1.48 2.34 0.32 -0.553
O -0.46 0.52 -0.22 -0.370
S -3.03 -0.12 -0.03 -0.253
```

Summary:
E_HOMO (eV): -9.0086
Total charge: 0
SMILES: CO[C@@H](CO)OC=S

---

6.
The following is a DFT calculation (ωB97M-V/def2-TZVPD) of a cluster of 2 separate species, C6H14N2O2 in total.

Geometry as XYZ:
```
24
Properties=species:S:1:pos:R:3:mulliken_charge:R:1
C 0.06 -1.38 -2.99 -1.006
C 1.57 1.49 -0.98 -0.950
C 1.47 0.31 -1.91 0.775
O 2.47 0.01 -2.56 -0.660
N 0.27 -0.24 -2.10 -0.133
H -0.53 -0.02 -1.55 0.237
H 0.91 -1.64 -3.61 0.345
H 1.77 1.19 0.04 0.085
H -0.43 -2.18 -2.44 0.289
H -0.64 -1.10 -3.78 0.334
H 2.38 2.13 -1.38 0.329
H 0.86 2.31 -1.09 0.355
C -2.55 0.48 1.44 -1.316
C 0.80 -0.62 2.75 -0.801
C -1.16 -0.11 1.35 0.826
O -0.77 -0.84 0.47 -0.674
N -0.33 0.24 2.39 -0.187
H -2.91 0.26 2.45 0.421
H -0.80 0.76 3.10 0.254
H 1.62 -0.39 2.06 0.199
H -2.61 1.54 1.26 0.294
H -3.15 -0.17 0.82 0.343
H 1.11 -0.35 3.76 0.373
H 0.59 -1.66 2.49 0.268
```

Summary:
E_HOMO (eV): -8.9876
Total charge: 0
SMILES: CNC(C)=O.CNC(C)=O

---

7.
The following is a DFT calculation (ωB97M-V/def2-TZVPD) of a structure of composition C4H12N4.

Geometry as XYZ:
```
20
Properties=species:S:1:pos:R:3:mulliken_charge:R:1
C 2.31 -0.47 -0.74 -0.869
C 1.34 0.59 1.07 -0.915
C -1.11 -0.33 -0.12 0.680
C -2.00 -1.53 0.06 -1.122
H 2.55 -1.48 -0.19 0.311
H 3.27 0.04 -0.65 0.329
H 1.95 -0.71 -1.77 0.297
H 2.00 1.54 1.39 0.183
H 1.84 -0.25 1.62 0.344
H 0.41 0.88 1.50 0.363
H -2.38 -1.59 1.20 0.208
H -1.75 -2.61 -0.19 0.314
H -3.05 -1.37 -0.45 0.255
H -2.90 0.79 -0.32 0.339
H -0.14 1.73 -1.35 0.400
H -0.66 2.47 0.23 0.274
N 1.20 0.28 -0.37 -0.032
N 0.12 -0.78 -0.26 -0.557
N -1.82 0.86 -0.04 -0.039
N -1.20 1.94 -0.61 -0.764
```

Summary:
E_HOMO (eV): -8.5378
Total charge: 0

---

8.
The following is a DFT calculation (ωB97M-V/def2-TZVPD) of a cluster of 2 separate species, C2H9NSi in total.

Geometry as XYZ:
```
13
Properties=species:S:1:pos:R:3:mulliken_charge:R:1
C -1.30 -0.81 0.18 -0.971
C -0.46 -0.41 1.42 -0.463
N 0.88 0.00 1.22 -0.615
Si 1.53 1.11 -1.36 0.459
H -0.55 -1.25 -0.37 0.247
H -2.11 -1.38 0.45 0.419
H -1.61 0.16 -0.23 0.167
H -0.92 0.34 2.05 0.374
H -0.52 -1.24 2.03 0.357
H 1.28 -0.92 0.90 0.248
H 2.09 0.04 -2.19 -0.076
H 2.55 2.15 -1.00 -0.051
H 0.27 1.35 -1.81 -0.095
```

Summary:
E_HOMO (alpha / beta) (eV): -8.7739 / -7.6247
Total charge: 0

---

9.
The following is a DFT calculation (ωB97M-V/def2-TZVPD) of a cluster of 2 separate species, C3H6ClOP in total.

Geometry as XYZ:
```
12
Properties=species:S:1:pos:R:3:mulliken_charge:R:1
C -1.38 0.45 1.02 -0.887
C -0.74 -0.13 -0.16 0.163
C -1.36 -1.16 -0.78 -0.817
O 3.54 0.90 -1.64 -0.366
P 3.29 1.11 -0.21 0.556
Cl 4.36 -0.39 0.67 -0.189
H -0.68 0.67 1.93 0.255
H -2.24 -0.17 1.09 0.284
H 0.08 0.39 -0.63 0.288
H -1.02 -1.37 -1.78 0.250
H -2.09 -1.73 -0.21 0.235
H -1.76 1.43 0.71 0.229
```

Summary:
E_HOMO (eV): -9.5605
Total charge: 0
SMILES: O=PCl.C=CC

---

10.
The following is a DFT calculation (ωB97M-V/def2-TZVPD) of a cluster of 3 separate species, C17H43BIN3 in total.

Geometry as XYZ:
```
65
Properties=species:S:1:pos:R:3:mulliken_charge:R:1
C 0.96 -2.96 -0.58 -0.654
N 0.35 -1.67 -0.29 -0.013
C -1.05 -1.77 0.18 -0.840
B -2.04 -0.71 -0.40 0.098
C -3.57 -0.71 -0.09 -0.393
C -4.20 -1.84 0.73 -0.212
C -5.32 -2.60 0.05 -1.276
I -6.95 -1.37 -0.56 -0.005
H 1.23 -3.55 0.31 0.346
H 0.28 -3.56 -1.18 0.350
H 1.87 -2.81 -1.17 -0.078
H 0.89 -1.23 0.45 0.210
H -1.43 -2.78 -0.02 0.272
H -1.12 -1.69 1.28 0.406
H -1.61 0.18 -1.07 -0.140
H -4.10 -0.58 -1.05 0.323
H -3.76 0.26 0.40 0.104
H -4.57 -1.47 1.69 0.246
H -3.44 -2.59 0.97 0.314
H -4.99 -3.12 -0.85 0.439
H -5.77 -3.33 0.71 0.510
C -4.97 1.87 3.84 -1.172
C -3.99 3.01 4.08 -0.397
N -2.66 2.55 4.43 0.126
C -1.80 3.59 4.98 -0.707
C -1.42 4.76 4.06 -0.970
C -2.04 1.64 3.48 -0.837
C -1.92 2.10 2.03 -0.161
H -4.96 1.17 4.68 0.328
H -5.98 2.26 3.72 0.445
H -4.73 1.31 2.93 0.045
H -4.35 3.61 4.92 0.498
H -4.00 3.68 3.20 0.275
H -0.89 3.11 5.35 0.355
H -2.31 3.99 5.86 0.415
H -0.72 4.45 3.28 0.227
H -0.94 5.54 4.65 0.401
H -2.29 5.19 3.58 0.276
H -2.61 0.71 3.50 0.315
H -1.05 1.38 3.88 0.354
H -2.86 2.51 1.65 0.237
H -1.66 1.25 1.39 -0.298
H -1.15 2.85 1.89 0.258
C 6.43 -0.16 -1.93 -1.387
C 6.12 -0.52 -3.38 -0.363
N 5.28 -1.69 -3.50 0.139
C 5.24 -2.24 -4.85 -0.690
C 4.63 -1.39 -5.96 -0.995
C 4.01 -1.64 -2.79 -0.793
C 3.06 -0.48 -3.10 -0.783
H 6.82 -1.03 -1.40 0.327
H 7.17 0.64 -1.89 0.428
H 5.54 0.19 -1.40 0.268
H 7.06 -0.74 -3.90 0.468
H 5.70 0.37 -3.88 0.275
H 4.72 -3.20 -4.80 0.352
H 6.28 -2.48 -5.12 0.423
H 3.55 -1.30 -5.86 0.215
H 4.84 -1.84 -6.93 0.407
H 5.05 -0.38 -5.97 0.273
H 4.23 -1.63 -1.72 0.356
H 3.50 -2.59 -2.98 0.309
H 3.58 0.48 -3.07 0.269
H 2.27 -0.45 -2.35 0.261
H 2.59 -0.57 -4.08 0.221
```

Summary:
E_HOMO (eV): -8.0604
Total charge: 0
SMILES: CCN(CC)CC.CCN(CC)CC.CNCBCCCI

---

11.
The following is a DFT calculation (ωB97M-V/def2-TZVPD) of a structure of composition C3H5MgO3.

Geometry as XYZ:
```
12
Properties=species:S:1:pos:R:3:mulliken_charge:R:1
O -0.27 0.77 -0.34 -0.337
C 0.96 0.14 -0.16 0.877
C -1.26 0.11 0.47 -0.230
O 1.96 0.75 -0.52 -0.359
O 0.91 -0.73 0.80 -0.256
C -0.48 -1.07 1.08 -0.299
H -2.08 -0.21 -0.17 0.278
H -1.60 0.83 1.23 0.258
H -0.70 -2.02 0.58 0.288
H -0.59 -1.15 2.16 0.276
H 1.13 0.60 -2.92 -0.220
Mg 2.01 1.99 -2.21 0.724
```

Summary:
E_HOMO (eV): -13.7553
Total charge: +1

---

12.
The following is a DFT calculation (ωB97M-V/def2-TZVPD) of a cluster of 2 separate species, C3H4Si in total.

Geometry as XYZ:
```
8
Properties=species:S:1:pos:R:3:mulliken_charge:R:1
C -0.34 -0.23 0.29 -0.078
C 0.82 -0.61 -0.66 -0.347
C 0.78 0.59 -0.29 -0.332
Si -2.10 -0.14 -0.29 0.062
H -0.22 -0.81 1.33 0.238
H 1.43 -1.20 -1.25 0.376
H 2.18 2.41 -0.33 0.137
H -2.55 -0.03 1.20 -0.056
```

Summary:
E_HOMO (alpha / beta) (eV): -8.4730 / -8.4899
Total charge: 0

---

Record-wise max |F| values, in eV Å⁻¹: 2.7; 1.1; 6.2; 6.5; 2.0; 1.9; 6.9; 4.4; 2.4; 0.2; 5.0; 3.1
Record-wise E values, in eV: -8232.46470; -85493.91255; -207003.53427; -9968.33063; -21253.71229; -13524.41871; -10297.48569; -11583.09175; -27066.52758; -31572.35227; -14771.44746; -11043.34068